[1]
19
Properties=species:S:1:pos:R:3:forces:R:3 method="wB97M-V/def2-TZVPD" e_above_lowest_ev=1.063 molar_mass_da=119.1 energy_ha=-418.760735 gap_ev=10.10 charge=+1
N -0.89143 -2.11448 0.27952 1.0187 0.3470 -1.6162
C -1.64477 -0.85249 -0.01914 -2.5964 0.4913 0.5319
C -0.93089 0.43720 0.42979 -1.0020 0.4388 -1.2525
N -0.41982 1.03669 -0.84680 1.5961 0.3790 0.8712
C 0.97544 1.57026 -0.71449 -0.3853 -0.6821 -0.1749
C 1.90960 0.49896 -0.16085 -0.9359 0.5420 0.7750
O 2.82317 1.09797 0.59789 0.5950 -0.1516 0.1126
O 1.71222 -0.68901 -0.23282 0.2811 -0.4137 0.0039
H -0.99138 -2.44663 1.23452 0.0162 0.0064 0.0469
H -1.13602 -2.84516 -0.39277 -0.4196 -0.1565 0.3601
H 0.10394 -1.94101 0.04001 0.1059 0.2157 0.4843
H -2.67421 -1.01140 0.38480 0.8897 0.2440 0.3597
H -1.89479 -0.73774 -1.08311 0.8813 -0.5148 0.1522
H -0.18780 0.19495 1.16046 0.8177 -0.0345 0.2100
H -1.58331 1.16543 0.95202 -0.0905 -0.6927 -0.3501
H -0.97889 1.85591 -1.05960 -0.1609 -0.1818 -0.0920
H 1.39002 1.88005 -1.69051 -0.4518 0.0465 0.3473
H 1.01428 2.39037 0.00102 0.1810 0.2432 -0.1886
H 3.40463 0.51012 1.12003 -0.3402 -0.1260 -0.5809


[2]
71
Properties=species:S:1:pos:R:3:forces:R:3 method="wB97M-V/def2-TZVPD" e_above_lowest_ev=0.000 molar_mass_da=866.0 energy_ha=-5066.710655 gap_ev=7.85 charge=0
Tl 0.23070 -0.59715 -0.72852 0.0592 0.0216 -0.3275
C -2.76488 2.52260 -2.36759 -0.0190 0.0023 0.0456
C -2.02524 1.40285 -1.70817 -0.1130 -0.0536 0.0212
N -0.76951 1.39865 -1.51713 0.0810 0.1026 0.0323
N -0.01664 2.46708 -1.89727 -0.0001 -0.0412 0.1441
C 1.26587 2.22713 -1.99195 -0.1016 -0.0558 -0.1829
N 2.02814 3.32555 -2.29191 0.0906 -0.0404 0.0277
S 2.13382 0.74124 -1.78896 -0.0497 0.0102 0.0033
C -2.76363 0.17906 -1.28523 0.0850 0.0369 0.0193
C -4.14457 0.12614 -1.34354 -0.0934 0.0255 -0.0157
C -4.78953 -1.05155 -0.99501 -0.0496 0.0149 -0.0185
C -4.04231 -2.14289 -0.60389 -0.0596 0.0084 0.0139
C -2.66410 -2.01796 -0.55081 0.1470 0.0911 -0.0505
N -2.05790 -0.87974 -0.87597 0.0304 -0.0765 0.0336
H -2.05632 3.23968 -2.76722 0.0080 0.0129 -0.0030
H -3.41075 3.03178 -1.64771 -0.0005 -0.0314 -0.0007
H -3.39069 2.13913 -3.17436 0.0041 0.0108 0.0090
H 1.52752 4.10442 -2.69036 -0.0097 -0.0080 -0.0269
H 2.95828 3.15608 -2.63476 -0.0071 0.0054 -0.0148
H -4.70873 0.99265 -1.65537 0.0025 -0.0229 -0.0143
H -5.86930 -1.11126 -1.04118 0.0044 0.0043 -0.0007
H -4.50465 -3.08664 -0.35372 0.0167 0.0059 0.0198
H -2.02283 -2.83469 -0.25922 -0.0107 0.0246 -0.0291
C -1.02686 -2.02075 3.62348 0.0532 0.0157 0.0184
N -0.01619 -0.96784 3.60726 0.0239 -0.0556 -0.0638
C 1.04416 -1.10312 4.59661 -0.0702 0.0106 -0.0498
C 0.13677 -0.24074 2.48977 0.2383 -0.0621 0.2584
O -0.62673 -0.34418 1.53528 -0.3480 -0.0410 -0.4110
C 1.32151 0.70555 2.41218 0.0548 0.0366 0.0433
O 1.31177 1.36707 1.17548 -0.0335 -0.1375 0.0287
C 1.25543 2.76162 1.17663 0.1070 0.1138 0.0153
C -0.16842 3.31054 1.25875 0.0239 0.1637 -0.0689
O -1.11302 2.59229 1.52293 0.0093 0.0008 0.0392
N -0.28464 4.65254 1.03516 -0.0190 -0.0542 0.0458
C -1.60763 5.24095 0.94802 0.0416 -0.0163 -0.0122
C 0.82158 5.49077 0.60693 -0.0751 -0.0353 -0.0253
H -1.44394 -2.08772 4.62785 -0.0108 -0.0097 0.0078
H -0.57888 -2.97675 3.34323 0.0026 0.0181 0.0055
H -1.81102 -1.77652 2.91541 -0.0041 0.0153 -0.0080
H 0.59447 -1.38750 5.54612 0.0006 0.0000 0.0188
H 1.57227 -0.16601 4.74776 -0.0005 0.0351 -0.0131
H 1.75459 -1.87730 4.29398 -0.0152 -0.0012 -0.0096
H 2.23409 0.10525 2.46824 -0.0008 0.0400 0.0559
H 1.29810 1.40726 3.24986 -0.0331 0.0476 0.0026
H 1.71699 3.08452 0.24276 0.0304 0.0510 0.1051
H 1.84657 3.17953 2.00065 0.0395 0.0063 0.0129
H -2.34174 4.49754 1.24181 0.0067 -0.0133 0.0087
H -1.81532 5.56649 -0.07566 -0.0072 -0.0010 -0.0037
H -1.68144 6.10445 1.61192 -0.0044 0.0110 -0.0113
H 1.74595 5.23388 1.11777 0.0107 -0.0238 0.0196
H 0.58832 6.52483 0.85777 -0.0078 0.0028 0.0144
H 0.99247 5.43001 -0.47242 -0.0202 -0.0172 0.0063
O -0.25677 -0.85374 -3.38813 -0.1071 0.0271 -0.1477
As -0.09440 -2.68086 -3.60514 -0.1481 0.0399 0.3660
O -1.36750 -3.16564 -2.70334 0.2373 0.0136 -0.2104
O 1.32625 -2.42800 -2.18121 0.0228 -0.3340 -0.0638
C 2.05840 -3.50102 -1.82790 0.0066 0.0574 0.1018
C 2.71462 -4.27917 -2.78581 -0.0367 0.0070 0.0352
C 3.47469 -5.37237 -2.40539 0.0428 -0.0148 -0.0036
C 3.61710 -5.72335 -1.06817 -0.0085 -0.0143 -0.0326
C 2.98358 -4.96187 -0.10159 -0.0707 0.0843 -0.0488
C 2.21491 -3.87069 -0.48078 0.0498 -0.0112 -0.1523
S 1.42491 -2.88338 0.72303 -0.0539 0.1185 0.1721
O 0.00822 -2.79030 0.30658 0.1318 -0.0361 0.1168
O 1.64410 -3.45578 2.02736 -0.0089 0.0182 -0.0248
O 2.00056 -1.51371 0.56270 -0.0539 -0.1449 0.0950
H 0.51727 -0.42031 -3.77721 -0.0342 0.0359 0.1113
H 2.61891 -4.00799 -3.82886 0.0282 0.0015 -0.0096
H 3.97644 -5.95499 -3.16861 -0.0247 -0.0032 0.0043
H 4.21353 -6.57961 -0.78515 0.0082 0.0024 -0.0001
H 3.06325 -5.19603 0.95199 0.0111 0.0048 -0.0244


[3]
82
Properties=species:S:1:pos:R:3:forces:R:3 method="wB97M-V/def2-TZVPD" multiplicity=6 e_above_lowest_ev=0.163 molar_mass_da=774.6 s_squared=9.338 energy_ha=-4108.489388 gap_ev="7.39 / 7.40" charge=0
C -1.59020 -0.12629 -3.63367 0.4891 0.3315 -0.5838
C -2.44452 -1.04810 -2.82243 -0.8339 -1.5208 -0.0951
H -0.66567 -0.60246 -4.03196 -0.4820 0.0958 0.3111
H -1.29308 0.80139 -3.13342 -0.1320 -0.4201 0.1667
H -2.16424 0.21184 -4.51103 0.1419 -0.1598 0.0913
C -3.06072 -2.09260 -3.41207 -0.1801 1.3046 1.1468
C -2.90109 -2.40965 -4.82590 -0.4152 -0.2898 -0.9625
H -3.85809 -2.64229 -2.89048 0.7059 0.2497 -0.1722
H -1.85333 -2.37968 -5.15500 -0.2961 -0.1053 -0.0509
H -3.48374 -1.66814 -5.40221 0.2729 -0.3529 -0.2401
H -3.34599 -3.40216 -4.97050 0.3175 0.1811 -0.5341
Dy -0.66996 1.73336 -0.37066 -0.3598 -1.2054 -0.3523
Cl -0.72520 3.86247 1.01385 0.0596 0.5377 0.4676
Cl -2.79513 2.50983 -1.52366 0.0366 0.3973 -0.1500
C -1.01299 1.27009 2.88037 0.2738 0.1280 -1.9603
O -0.44261 0.82286 1.83477 -0.5311 0.7753 2.1526
N -0.75505 0.92252 4.12604 0.5227 -0.6110 0.2755
C 0.35542 0.01015 4.44891 0.0400 -0.1271 -0.5412
C -1.68937 1.31283 5.18638 -0.4659 0.0572 0.0347
H -1.79119 2.05176 2.79789 0.1701 -0.3919 -0.1165
H 1.31493 0.44858 4.12170 -0.5536 -0.1261 0.1814
H 0.24014 -0.96673 3.94162 -0.0751 0.4746 0.2300
H 0.36036 -0.13948 5.52547 0.0823 -0.0444 -0.0662
H -1.81989 2.40006 5.24352 0.3173 -0.1751 0.0101
H -1.30792 0.92742 6.14284 -0.2704 0.2552 -0.3908
H -2.69647 0.90423 4.99033 0.4822 -0.0735 0.1957
H 3.98016 2.54444 -4.06709 0.1845 -0.3162 0.0700
H 2.09896 -0.76829 -3.13896 0.5092 0.2288 -0.0287
C 4.31574 1.79627 -3.33471 -0.5599 0.2413 0.1094
C 3.11119 -0.41389 -2.87453 0.2958 -0.2250 0.0126
N 3.15127 1.04430 -2.82721 -0.5099 -0.1179 0.2529
H 4.80892 2.34260 -2.52031 -0.0114 -0.2887 -0.1470
C 2.12329 1.66038 -2.25236 -0.7962 -0.4037 0.2523
O 1.18724 1.03273 -1.65628 1.3329 1.2554 -1.2736
H 3.34406 -0.83476 -1.88595 0.1020 0.0071 -0.3290
H 2.13990 2.75749 -2.34111 -0.1616 -0.4231 0.2374
H 5.01874 1.09483 -3.79667 -0.2385 0.2701 0.1188
H 3.86608 -0.71044 -3.61640 -0.4217 -0.2593 0.3023
O -1.61314 -0.16249 -0.77043 1.3631 -0.1499 0.8590
C -2.71967 -0.76734 -1.36270 0.3210 1.0174 -0.4804
C -3.03602 -3.26595 -0.79875 -1.0138 -1.1214 -0.0321
C -3.35605 -1.93522 -0.61602 -0.0632 0.4394 0.8483
H -2.29190 -3.53459 -1.52552 -0.0783 -0.0947 0.0225
C -3.76731 -4.30538 -0.17622 0.2123 0.9914 -0.4921
H -3.42452 0.05443 -1.36698 -0.9690 0.0101 -0.0377
C -4.30992 -1.62277 0.36115 -0.2644 -0.1629 -0.5845
H -3.52918 -5.32983 -0.47600 -0.1791 0.2403 0.4126
C -4.81772 -3.97309 0.68080 0.2450 -0.3457 0.4230
C -5.06518 -2.62820 0.97844 0.1230 0.4324 -0.0152
H -4.47083 -0.55120 0.51987 -0.2738 -0.4234 0.2127
H -5.39343 -4.76680 1.18160 0.1851 0.4603 -0.3693
H -5.87393 -2.34480 1.66276 0.3805 -0.2123 -0.2090
Si 0.04380 -2.63612 0.06402 -2.7908 0.7711 2.7945
Cl -0.05672 -3.00768 -1.89968 0.4628 0.4114 -2.0310
C -0.10676 -4.40644 0.58867 1.6058 0.1983 -0.3021
C -1.26918 -2.16940 1.43817 -0.0694 1.2323 -0.3730
C 1.46266 -1.46693 0.33329 -0.3089 -0.2339 0.4828
H -0.27514 -4.43057 1.65972 0.2332 -0.5044 0.0214
H 0.91979 -4.64763 0.26965 -0.2964 -1.4493 0.3721
H -0.90288 -4.90087 0.01757 0.5264 0.0890 0.1786
H 1.53092 -0.74355 -0.47266 0.0245 -0.0783 -0.0793
H 2.36724 -2.03908 0.43259 0.7633 -0.0788 0.0337
H 1.22578 -0.93755 1.26461 0.0502 -0.1450 -0.1363
H -2.13197 -2.85559 1.43687 0.5380 0.2664 0.0754
H -1.62282 -1.11469 1.49403 0.2477 -0.9744 -0.1444
H -0.67559 -2.37793 2.34767 -0.0388 0.0217 -0.1259
C 3.47287 5.92880 0.30115 0.1436 0.8903 -0.3033
N 3.37468 4.63925 0.90373 0.3304 -0.8591 0.3330
C 4.13768 4.28629 1.97577 -0.0744 0.1721 0.0414
C 4.00018 3.06381 2.51968 -0.0920 -0.5953 -0.1890
C 3.09692 2.14852 1.84661 -0.0589 0.1990 0.7831
N 2.39743 2.45068 0.77382 0.7203 0.3218 0.2882
C 2.57627 3.71373 0.24634 -1.5100 -0.1182 -1.5469
O 2.02377 4.06532 -0.82001 0.8694 -0.4134 1.7069
N 2.94964 0.93539 2.45616 0.3368 0.0334 -0.2705
H 4.30213 6.43960 0.77507 0.0938 0.2767 -0.0409
H 2.55639 6.50398 0.43168 -0.0204 -0.0776 0.0530
H 3.64200 5.82763 -0.76687 0.0863 0.0399 -0.0286
H 4.85149 5.03626 2.33091 -0.4267 -0.2558 -0.0317
H 4.54509 2.70263 3.39300 -0.0312 0.4097 -0.3543
H 3.61723 0.70200 3.18465 -0.2753 0.0322 -0.4247
H 2.56598 0.16587 1.92270 -0.0698 0.1836 0.0352